Record 1
Entry from the OMol25 dataset: a molecular structure, C19H22BBr27O7S in a non-equilibrium geometry (the ωB97M-V functional and the def2-TZVPD basis).

Results
E_HOMO	-9.36	eV
F_max	8.541	eV/A
Kohn-Sham gap	7.17	eV
LUMO energy	-2.2	eV
energy above the lowest of the compared OMol25 structures with the same formula, charge and spin	4.987	eV

The geometry in ORCA input format:
```
! wB97M-V def2-TZVPD RIJCOSX def2/J DEFGRID3
* xyz 0 1
O 1.31553 -1.51380 2.36627
C 0.62105 -1.23350 1.25961
C 0.86406 -1.99527 -0.20928
C -0.40547 -2.32522 -0.97353
C -0.30781 -3.02873 -2.45115
B 0.82458 -4.21324 -2.58770
O 0.41596 -5.60534 -2.22850
O 2.16515 -3.83051 -3.09734
C -1.87165 -1.93398 -0.27029
O -2.93791 -2.73774 -0.25825
C -1.88754 -0.44053 0.48249
C -0.61723 -0.10926 1.24495
C -0.48425 1.37619 2.00132
C -0.03351 2.42328 0.77746
C -0.04545 3.99844 1.23265
S -0.16992 5.01606 -0.37962
O -1.63478 5.40194 -0.71554
O 0.31175 4.09713 -1.56402
O 0.91997 6.34435 -0.35668
H 1.93835 -2.24444 -0.60093
H -1.37138 -3.37751 -2.79578
H 0.02013 -2.16791 -3.21046
H -0.22475 -5.51662 -1.43719
H 2.53392 -3.08441 -2.52245
H -2.78512 0.30855 0.40247
H -1.52881 1.66618 2.44190
H 0.37671 1.30459 2.81697
H -0.87778 2.30866 -0.05851
H 0.98965 2.06611 0.31123
H -0.90684 4.24854 1.98971
H 1.03083 4.26053 1.67279
H 1.82470 5.90803 -0.51031
C -4.38433 -5.96919 -0.34146
Br -2.53055 -6.55715 -0.29334
Br -5.33705 -6.70340 -1.87031
Br -5.30500 -6.34022 1.33152
H -4.37163 -4.88125 -0.46496
C 3.14108 2.26754 -1.99572
Br 4.20379 2.40552 -0.37212
Br 4.12494 2.87816 -3.55882
Br 2.42814 0.47470 -2.24395
H 2.28418 2.93850 -1.87500
C -5.72995 -3.11705 -4.28781
Br -4.66723 -2.97907 -2.66421
Br -4.74608 -2.50643 -5.85091
Br -6.44288 -4.90989 -4.53604
H -6.58685 -2.44610 -4.16709
C 1.86000 -2.74357 5.70650
Br 0.41635 -4.02132 5.44634
Br 1.84114 -1.98502 7.49769
Br 3.59254 -3.50869 5.26260
H 1.68644 -1.91840 5.00793
C 4.84578 6.95392 -4.35844
Br 6.69955 6.36596 -4.31031
Br 3.89305 6.21970 -5.88728
Br 3.92511 6.58288 -2.68545
H 4.85848 8.04186 -4.48193
C 4.94717 -2.57690 0.31793
Br 6.80094 -3.16486 0.36605
Br 3.99444 -3.31112 -1.21092
Br 4.02650 -2.94794 1.99091
H 4.95987 -1.48896 0.19443
C -3.46149 -2.58985 3.50623
Br -5.30894 -1.98082 3.52899
Br -3.26227 -4.32914 4.35434
Br -2.71514 -2.57067 1.70991
H -2.88208 -1.87588 4.10083
C 4.37019 1.58326 3.37714
Br 3.80950 0.11710 4.52627
Br 2.88299 2.74768 2.91187
Br 5.85532 2.57762 4.14513
H 4.73180 1.13814 2.44433
C -5.19347 5.79644 -0.64161
Br -5.72679 6.73859 0.97468
Br -4.95377 3.89233 -0.32373
Br -6.41781 6.13594 -2.11467
H -4.21815 6.19646 -0.93784
*
```

Mulliken atomic charge list, values in e, 5 entries:
1 O -0.3868
2 C 0.1685
3 C 0.7738
4 C 0.9158
5 C -0.4584

---

Record 2
Entry from the OMol25 dataset: a molecular structure, C3H12BF8N2O11S4V in a non-equilibrium geometry (the ωB97M-V functional and the def2-TZVPD basis).

Results
E_HOMO (spin up / spin down)	-11.32 / -11.49	eV
F_max	3.047	eV/A
Kohn-Sham gap (spin up / spin down)	8.57 / 9.86	eV
LUMO energy (spin up / spin down)	-2.8 / -1.6	eV
energy above the lowest of the compared OMol25 structures with the same formula, charge and spin	0.000	eV

The geometry in ORCA input format:
```
! wB97M-V def2-TZVPD RIJCOSX def2/J DEFGRID3
* xyz 0 3
V -7.35901 22.91320 7.56748
B -4.52729 23.70356 9.49155
F -3.55867 22.79590 9.09900
F -5.70917 23.36261 8.66261
F -4.93070 23.53587 10.80145
F -4.18016 24.99958 9.22263
N -8.71177 22.04510 6.40110
S -8.80600 21.34764 4.93263
O -9.00426 22.21662 3.85091
O -9.46903 20.10475 5.02320
F -7.24521 20.98371 4.81384
S -10.30625 21.87143 6.96539
O -10.38342 21.06324 8.11581
O -11.34942 21.92660 6.02656
F -10.25827 23.33762 7.60144
N -7.60173 24.86286 7.46272
S -7.92836 26.05448 8.54973
O -9.32524 26.25918 8.64211
O -7.00148 27.10972 8.47239
F -7.59405 25.29324 9.87816
S -7.99219 25.71533 6.01757
O -6.92838 26.54148 5.61280
O -9.33000 26.09363 5.83704
F -7.80228 24.43413 5.10635
C -5.49835 20.27919 7.69410
O -6.65990 21.02721 8.11837
H -4.62464 20.92764 7.74049
H -5.34409 19.42412 8.34422
H -5.58130 19.97188 6.65132
H -7.22448 20.40552 8.58772
C -7.90505 22.52088 10.72617
O -8.38555 22.71537 9.37448
H -6.82497 22.42808 10.76186
H -8.23104 23.32718 11.37966
H -8.35337 21.60703 11.12531
H -9.34122 22.78046 9.47305
C -4.81503 23.78220 5.91141
O -5.92471 22.86704 6.05690
H -5.12873 24.68082 5.37598
H -4.34348 24.10004 6.83448
H -4.04499 23.36059 5.26361
H -5.87132 22.29605 5.28529
*
```

Mulliken atomic charge list, values in e, 5 entries:
1 V 0.7399
2 B 0.4674
3 F -0.3417
4 F 0.4811
5 F -0.3536

---

Record 3
Entry from the OMol25 dataset: 10 unconnected molecules or ions with the total composition H20O10 in a non-equilibrium geometry (the ωB97M-V functional and the def2-TZVPD basis).

Results
E_HOMO	-10.55	eV
F_max	6.991	eV/A
Kohn-Sham gap	10.41	eV
LUMO energy	-0.1	eV
SMILES	O.O.O.O.O.O.O.O.O.O
energy above the lowest of the compared OMol25 structures with the same formula, charge and spin	4.680	eV

The geometry in ORCA input format:
```
! wB97M-V def2-TZVPD RIJCOSX def2/J DEFGRID3
* xyz 0 1
O 3.21887 -0.22306 -1.67660
H 2.63408 -0.97902 -1.89841
H 3.40799 0.24832 -2.51294
O 2.44737 2.13364 -1.75601
H 1.83387 1.50928 -1.42527
H 1.91923 2.92866 -1.88079
O 1.40935 0.01172 0.26916
H 2.07980 -0.73337 0.51289
H 1.58541 0.59217 1.14330
O -1.85318 -0.61774 0.76577
H -1.88038 -0.77894 -0.23087
H -1.26407 0.10147 1.01464
O -2.82920 1.26814 -1.35857
H -3.06529 1.41779 -0.39385
H -3.43512 1.58499 -2.07432
O -0.07860 -2.81619 1.17914
H -0.95071 -2.51456 1.22178
H 0.57846 -2.16710 1.65730
O -2.86828 -3.10013 -0.80508
H -2.54808 -2.94211 -1.68965
H -3.29436 -2.36027 -0.63270
O -0.19522 -1.40980 -1.97869
H 0.06679 -0.50001 -1.72980
H 0.02145 -2.04320 -1.24069
O -1.95480 2.42414 2.68001
H -1.21559 2.87639 2.63574
H -2.27153 2.52010 1.83625
O 2.58613 1.12914 2.52263
H 3.33505 1.81180 2.51329
H 2.58058 0.62774 3.33234
*
```

Mulliken atomic charge list, values in e, 5 entries:
1 O -0.6238
2 H 0.3180
3 H 0.3202
4 O -0.6537
5 H 0.3443

---

Q: Which of these has the lowest energy above the lowest of the compared OMol25 structures with the same formula, charge and spin?
A: C3H12BF8N2O11S4V

---

Q: The lowest F_max belongs to which entry?
A: C3H12BF8N2O11S4V

---

Q: Which of these has the highest energy above the lowest of the compared OMol25 structures with the same formula, charge and spin?
A: C19H22BBr27O7S